[1]
This record from the OMol25 dataset describes a cluster of 5 separate species, C35H42BF5IO4 in total at a distorted geometry. The level of theory is ωB97M-V/def2-TZVPD.

```
88
Properties=species:S:1:pos:R:3:lowdin_charge:R:1
C 6.877 -0.133 1.172 -0.116
C 6.235 -1.636 0.835 -0.259
O 4.816 -1.575 1.282 -0.242
C 4.244 -2.963 1.283 -0.139
C 3.102 -3.066 0.069 -0.176
O 1.794 -3.564 0.551 -0.062
B 0.806 -2.603 0.022 -0.864
O 0.675 -1.404 0.911 -0.106
C -0.692 -1.334 1.524 -0.105
C -1.562 -1.911 0.224 -0.292
C -2.773 -2.712 0.986 -0.122
C -4.121 -1.827 1.276 -0.309
C -4.271 -1.263 2.808 -0.623
I -6.239 -0.237 3.036 0.568
C -1.963 -0.874 -0.980 -0.181
C -1.982 0.717 -0.538 -0.054
F -1.170 -1.014 -2.223 -0.086
O -0.628 -3.041 -0.099 -0.052
H 7.894 0.058 0.612 0.073
H 6.092 0.649 0.737 0.066
H 7.061 0.014 2.327 0.076
H 6.344 -1.789 -0.323 0.126
H 6.878 -2.430 1.421 0.115
H 5.136 -3.690 1.055 0.106
H 3.756 -3.155 2.329 0.133
H 3.550 -3.781 -0.757 0.120
H 3.056 -1.978 -0.394 0.122
H 1.048 -2.395 -1.133 0.103
H -0.540 -2.066 2.446 0.144
H -0.810 -0.209 1.820 0.107
H -3.046 -3.669 0.328 0.123
H -2.405 -3.128 2.028 0.122
H -4.291 -0.922 0.553 0.086
H -5.045 -2.561 1.097 0.105
H -3.400 -0.486 2.982 0.065
H -4.255 -2.177 3.539 0.063
H -3.089 -1.133 -1.279 0.144
H -2.285 0.858 0.608 0.082
H -0.897 1.153 -0.747 0.102
H -2.813 1.324 -1.141 0.063
F -4.671 -5.725 -0.585 0.059
C -4.209 -6.812 0.048 -0.290
C -4.995 -7.426 1.016 -0.025
C -4.516 -8.561 1.671 -0.095
C -3.251 -9.062 1.357 -0.107
C -2.467 -8.436 0.387 -0.080
C -2.951 -7.308 -0.275 -0.004
H -5.972 -7.017 1.253 0.112
H -5.126 -9.053 2.424 0.099
H -2.876 -9.945 1.871 0.096
H -1.481 -8.826 0.148 0.106
H -2.358 -6.814 -1.038 0.123
F -3.902 2.323 -2.691 0.050
C -3.375 3.552 -2.765 -0.289
C -3.204 4.295 -1.602 -0.009
C -2.650 5.573 -1.679 -0.081
C -2.283 6.098 -2.920 -0.102
C -2.463 5.346 -4.083 -0.091
C -3.006 4.064 -4.004 -0.016
H -3.503 3.874 -0.648 0.118
H -2.505 6.159 -0.775 0.085
H -1.855 7.097 -2.980 0.097
H -2.180 5.759 -5.048 0.101
H -3.145 3.463 -4.897 0.115
F 6.163 1.601 -1.400 0.050
C 5.120 2.351 -1.780 -0.285
C 3.859 2.082 -1.260 0.004
C 2.773 2.866 -1.652 -0.075
C 2.960 3.904 -2.568 -0.108
C 4.229 4.163 -3.088 -0.096
C 5.316 3.386 -2.688 -0.028
H 3.731 1.267 -0.556 0.122
H 1.784 2.669 -1.245 0.108
H 2.112 4.512 -2.876 0.098
H 4.371 4.969 -3.804 0.099
H 6.311 3.580 -3.075 0.110
F -1.657 6.198 1.183 0.042
C -0.458 5.685 1.488 -0.289
C -0.291 4.997 2.684 -0.018
C 0.956 4.459 2.999 -0.077
C 2.028 4.625 2.118 -0.088
C 1.852 5.322 0.922 -0.086
C 0.602 5.850 0.602 -0.018
H -1.133 4.885 3.360 0.114
H 1.095 3.912 3.929 0.106
H 3.002 4.209 2.367 0.104
H 2.688 5.453 0.240 0.101
H 0.445 6.387 -0.328 0.111
```

## Properties
* spin multiplicity: 1
* total charge: -1
* E_tot: -67527.4911 eV

[2]
This record from the OMol25 dataset describes an isolated molecule of C6H15NO at a distorted geometry. The level of theory is ωB97M-V/def2-TZVPD.

```
23
Properties=species:S:1:pos:R:3:lowdin_charge:R:1
C 1.795 -0.955 -1.168 -0.102
C 1.352 -0.808 0.264 -0.249
N 0.070 -0.123 0.357 -0.223
C -0.284 -0.130 1.753 -0.237
C -1.847 0.181 2.003 -0.080
C -0.137 1.096 -0.297 -0.203
C -0.377 0.845 -1.853 -0.230
O -1.138 -0.297 -2.346 -0.113
H 0.991 -1.178 -2.030 0.115
H 2.499 -0.216 -1.427 0.056
H 2.038 -2.074 -1.173 0.094
H 1.242 -1.766 0.692 0.094
H 2.072 -0.173 0.809 0.127
H 0.257 0.591 2.472 0.131
H -0.160 -1.166 2.149 0.115
H -2.437 -0.460 1.490 0.016
H -2.248 1.177 1.607 0.074
H -2.094 0.300 3.087 0.076
H -0.990 1.723 0.096 0.113
H 0.565 1.927 -0.149 0.120
H 0.705 0.860 -2.247 0.094
H -0.813 1.707 -2.399 0.112
H -1.062 -1.060 -1.692 0.100
```

## Properties
* SMILES: CCN(CC)CCO
* spin multiplicity: 1
* E_tot: -10000.0807 eV

Question: E_tot of number 1 (C35H42BF5IO4)?
Answer: -67527.4911 eV